Version one
A 2-piece molecular cluster, C3H10N2S overall, computed with the ωB97M-V functional and the def2-TZVPD basis.

The geometry in XYZ format:
```
16
Properties=species:S:1:pos:R:3:nbo_charge:R:1
H -1.082 1.940 -0.739 0.36
N -0.500 2.656 -0.326 -0.70
C 0.642 3.039 -0.896 0.27
N 1.318 4.248 -0.420 -0.83
H 1.168 2.763 -1.802 0.16
H 2.296 3.928 -0.203 0.36
H 0.940 4.660 0.463 0.38
C -1.346 -2.363 1.551 -0.76
S -0.488 -1.874 0.058 0.20
C 0.759 -3.081 -0.283 -0.77
H -1.032 -1.620 2.455 0.22
H -1.295 -3.426 1.840 0.23
H -2.338 -2.113 1.341 0.22
H 1.016 -2.935 -1.349 0.23
H 1.706 -2.928 0.199 0.21
H 0.361 -4.178 -0.132 0.22
```

## Properties
highest occupied orbital energy: -8.39 eV
total charge: 0
Kohn-Sham gap: 9.31 eV
structure (SMILES): [H]/N=C/N.CSC

***

Version two
A 2-piece molecular cluster, C3H10N2S overall, computed with the ωB97M-V functional and the def2-TZVPD basis.

The geometry in XYZ format:
```
16
Properties=species:S:1:pos:R:3:nbo_charge:R:1
C 3.495 -1.272 0.302 -0.61
C 2.261 -2.027 -0.252 -0.52
S 0.856 -0.889 -0.582 -0.76
H 3.268 -0.999 1.339 0.20
H 3.809 -0.445 -0.419 0.20
H 4.394 -1.897 0.322 0.18
H 2.156 -2.909 0.356 0.18
H 2.574 -2.654 -1.119 0.17
N -2.950 0.667 0.664 -0.69
C -2.409 1.682 0.009 0.40
N -3.096 2.569 -0.680 -0.72
H -3.883 0.424 0.579 0.40
H -2.383 -0.055 1.056 0.45
H -1.214 1.798 0.126 0.29
H -2.834 3.482 -0.844 0.42
H -4.045 2.524 -0.856 0.40
```

## Properties
highest occupied orbital energy: -5.30 eV
total charge: 0
Kohn-Sham gap: 4.36 eV

***

Version three
C3H10N2S as an isolated structure, computed with the ωB97M-V functional and the def2-TZVPD basis.

The geometry in XYZ format:
```
16
Properties=species:S:1:pos:R:3:nbo_charge:R:1
C 0.261 -1.057 -0.164 -0.14
C 1.606 -1.213 -0.286 -0.01
N 2.462 -1.350 0.794 -0.81
N -0.608 -0.824 -1.252 -0.77
H -0.258 -1.091 0.788 0.20
H 2.071 -1.110 -1.269 0.19
H 3.399 -0.937 0.657 0.38
H 2.073 -1.014 1.677 0.38
H -1.006 0.418 -1.158 0.27
H -1.362 -1.488 -1.259 0.39
H -0.150 -0.947 -2.188 0.39
C -1.674 2.160 0.867 -0.72
S -1.777 1.784 -0.897 -0.37
H -1.772 1.271 1.512 0.19
H -0.755 2.609 1.134 0.20
H -2.509 2.788 1.044 0.21
```

## Properties
highest occupied orbital energy: -7.28 eV
total charge: 0
Kohn-Sham gap: 7.96 eV

***

Most favorable first, least favorable last: version one, version three, version two

***

Version one
A 2-piece molecular cluster, CH5N2S overall, computed with the ωB97M-V functional and the def2-TZVPD basis.

The geometry in XYZ format:
```
9
Properties=species:S:1:pos:R:3:nbo_charge:R:1
C -0.914 0.728 -0.223 0.26
N -1.642 -0.237 0.108 -0.68
N 1.158 -0.393 0.192 -0.78
S 2.633 0.177 0.064 0.60
H -1.250 1.703 -0.468 0.20
H -2.659 -0.428 0.158 0.45
H -0.999 -0.999 0.375 0.43
H 0.724 -0.227 1.069 0.38
H 2.949 -0.323 -1.276 0.15
```

## Properties
highest occupied orbital energy (alpha / beta): -14.45 / -13.44 eV
total charge: +1
Kohn-Sham gap (alpha / beta): 8.70 / 7.23 eV

***

Version two
A 2-piece molecular cluster, CH5N2S overall, computed with the ωB97M-V functional and the def2-TZVPD basis.

The geometry in XYZ format:
```
9
Properties=species:S:1:pos:R:3:nbo_charge:R:1
C 0.432 0.219 0.127 0.33
N 1.716 -0.120 0.211 -0.73
N -0.401 -0.204 -0.698 -0.57
S -3.042 -0.249 -0.050 0.38
H 0.180 1.149 0.562 0.21
H 2.259 0.385 0.931 0.43
H 2.184 -0.995 -0.190 0.44
H -0.415 -1.193 -0.995 0.40
H -2.913 1.008 0.102 0.10
```

## Properties
highest occupied orbital energy (alpha / beta): -15.07 / -15.25 eV
total charge: +1
Kohn-Sham gap (alpha / beta): 6.75 / 6.89 eV

***

Most favorable first, least favorable last: version two, version one

***

Version one
A 2-piece molecular cluster, CH5N2S overall, computed with the ωB97M-V functional and the def2-TZVPD basis.

The geometry in XYZ format:
```
9
Properties=species:S:1:pos:R:3:nbo_charge:R:1
C -0.412 0.136 -0.979 0.11
N 0.543 -0.763 -1.217 -0.58
N 0.074 0.360 1.358 -1.00
S -1.181 -1.344 -1.041 0.55
H -0.578 1.187 -1.056 0.28
H 1.099 -0.847 -2.065 0.44
H 0.234 1.355 1.479 0.39
H 0.919 -0.155 1.572 0.40
H -0.698 0.072 1.947 0.40
```

## Properties
highest occupied orbital energy: -14.86 eV
total charge: +1
Kohn-Sham gap: 9.08 eV

***

Version two
An isolated ion of composition CH5N2S and charge +1, computed with the ωB97M-V functional and the def2-TZVPD basis.

The geometry in XYZ format:
```
9
Properties=species:S:1:pos:R:3:nbo_charge:R:1
C 0.308 -0.319 0.424 -0.46
N -2.191 0.688 1.166 -0.85
N 1.177 -0.461 -0.790 -0.71
S -1.049 0.719 0.115 0.97
H 0.350 -1.017 1.297 0.28
H -2.739 1.550 1.055 0.40
H 1.042 0.543 -1.222 0.46
H 0.911 -1.026 -1.553 0.44
H 2.191 -0.676 -0.493 0.48
```

## Properties
highest occupied orbital energy: -13.94 eV
total charge: +1
Kohn-Sham gap: 8.54 eV

***

Most favorable first, least favorable last: version one, version two

***

Version one
One molecule with the formula C4H12N2S2, computed with the ωB97M-V functional and the def2-TZVPD basis.

The geometry in XYZ format:
```
20
Properties=species:S:1:pos:R:3:nbo_charge:R:1
C -1.815 -0.165 -0.730 -0.45
N -0.436 0.223 -0.910 -0.64
C 0.279 0.340 0.392 -0.06
C -0.019 -0.908 1.194 -0.23
N 0.698 -2.053 0.795 -0.86
C 1.685 0.712 0.233 -0.57
S 2.155 2.032 -0.874 0.10
S 0.742 3.436 -1.199 -0.14
H -2.431 0.666 -1.262 0.19
H -2.143 -1.130 -1.167 0.20
H -2.297 -0.182 0.229 0.20
H -0.034 -0.610 -1.540 0.35
H -0.237 1.174 0.982 0.20
H -1.130 -1.051 1.059 0.17
H 0.076 -0.800 2.275 0.20
H 0.621 -2.963 1.267 0.39
H 0.453 -2.264 -0.267 0.34
H 2.202 -0.206 -0.105 0.25
H 1.956 1.032 1.263 0.23
H -0.324 2.716 -1.635 0.15
```

## Properties
highest occupied orbital energy: -8.13 eV
total charge: 0
Kohn-Sham gap: 8.83 eV
structure (SMILES): CN[C@@H](CN)CSS

***

Version two
A 2-piece molecular cluster, C4H12N2S2 overall, computed with the ωB97M-V functional and the def2-TZVPD basis.

The geometry in XYZ format:
```
20
Properties=species:S:1:pos:R:3:nbo_charge:R:1
H -0.231 -3.173 3.858 0.34
N 0.515 -2.697 3.360 -0.71
C 0.019 -1.739 2.687 0.28
N 0.763 -0.982 1.827 -0.62
C 0.240 0.301 1.391 -0.41
H -1.025 -1.431 2.794 0.14
H 1.756 -1.037 1.994 0.39
H 0.980 0.821 0.785 0.21
H -0.636 0.151 0.757 0.20
H -0.024 0.961 2.222 0.18
C -2.107 -0.017 -2.399 -0.74
S -0.858 1.013 -3.215 0.07
S 0.848 0.253 -2.344 0.07
C 1.598 1.824 -1.824 -0.74
H -1.879 -1.069 -2.537 0.22
H -2.172 0.218 -1.338 0.21
H -3.054 0.238 -2.868 0.23
H 0.949 2.314 -1.101 0.22
H 2.554 1.597 -1.358 0.23
H 1.762 2.454 -2.693 0.22
```

## Properties
highest occupied orbital energy: -8.37 eV
total charge: 0
Kohn-Sham gap: 8.98 eV
structure (SMILES): [H]/N=C/NC.CSSC

***

Version three
A 3-piece molecular cluster, C4H12N2S2 overall, computed with the ωB97M-V functional and the def2-TZVPD basis.

The geometry in XYZ format:
```
20
Properties=species:S:1:pos:R:3:nbo_charge:R:1
S -3.268 -1.001 -1.900 -0.14
S 2.622 0.580 0.057 -0.08
C 1.141 0.010 -0.685 -0.13
C -0.164 0.782 -0.692 -0.17
C -0.566 -0.174 0.486 -0.29
N 0.053 0.262 1.832 -0.63
C -0.098 -0.742 2.869 -0.42
N -0.800 0.705 -1.999 -0.72
H 2.434 0.893 -3.066 0.01
H 1.992 0.406 -3.420 -0.01
H 1.103 -0.859 -1.333 0.20
H -0.018 1.794 -0.310 0.24
H -1.643 0.000 0.759 0.25
H -0.588 -1.271 0.280 0.22
H 1.078 0.379 1.745 0.37
H 0.767 -0.702 3.545 0.21
H -0.999 -0.623 3.505 0.19
H -0.155 -1.765 2.490 0.17
H -1.441 -0.124 -1.914 0.32
H -1.450 1.447 -2.250 0.40
```

## Properties
highest occupied orbital energy: -8.85 eV
total charge: 0
Kohn-Sham gap: 4.93 eV

***

Version four
A 3-piece molecular cluster, C4H12N2S2 overall, computed with the ωB97M-V functional and the def2-TZVPD basis.

The geometry in XYZ format:
```
20
Properties=species:S:1:pos:R:3:nbo_charge:R:1
S -3.105 0.035 -1.839 -0.21
S 2.244 -0.552 1.426 -0.01
C 1.251 -0.677 0.103 -0.26
C -0.219 -0.959 0.285 -0.11
C -0.167 0.530 -0.249 -0.25
N 0.377 1.629 0.667 -0.58
C 1.414 2.324 0.100 -0.42
N -0.985 -1.812 -0.542 -0.76
H 0.135 -1.348 3.615 -0.02
H 0.614 -1.144 3.098 -0.01
H 1.792 -0.881 -0.881 0.25
H -0.705 -1.017 1.256 0.25
H -1.267 0.642 -0.514 0.24
H 0.263 0.707 -1.236 0.24
H 0.731 1.175 1.481 0.37
H 1.074 2.928 -0.647 0.19
H 2.185 1.690 -0.370 0.16
H 1.919 3.016 0.768 0.22
H -1.846 -1.308 -0.922 0.35
H -0.530 -2.222 -1.355 0.38
```

## Properties
highest occupied orbital energy: -8.78 eV
total charge: 0
Kohn-Sham gap: 5.03 eV

***

Most favorable first, least favorable last: version two, version one, version three, version four